[1]
C4H12 | ωB97M-V with the def2-TZVPD basis set

* gap between HOMO and LUMO: 13.02 eV
* total charge: 0
* ΔE to the lowest compared entry with this formula, charge and spin: 0.1440 eV
* SMILES: CC.CC
* max |F|: 0.92 eV/A
* M: 60.1 g mol⁻¹

Cartesian coordinates (Å):
C  -0.344  0.636  -2.532
C  -0.892  -0.758  -2.212
H  0.312  0.965  -1.746
H  0.205  0.669  -3.462
H  -1.137  1.380  -2.591
H  -1.667  -1.033  -2.921
H  -1.285  -0.720  -1.197
H  -0.106  -1.509  -2.197
C  1.005  -0.510  1.960
C  0.237  0.583  2.740
H  2.052  -0.246  1.841
H  0.949  -1.444  2.504
H  0.562  -0.605  0.973
H  0.880  1.226  3.344
H  -0.302  1.222  2.062
H  -0.469  0.143  3.435


[2]
C4H12 | ωB97M-V with the def2-TZVPD basis set

* gap between HOMO and LUMO: 12.64 eV
* total charge: 0
* ΔE to the lowest compared entry with this formula, charge and spin: 0.8518 eV
* SMILES: CC.CC
* max |F|: 3.84 eV/A
* M: 60.1 g mol⁻¹

Cartesian coordinates (Å):
C  0.038  -1.919  0.554
C  -1.466  -2.211  0.440
H  0.360  -1.017  0.152
H  0.492  -1.953  1.603
H  0.536  -2.666  -0.095
H  -1.596  -3.149  0.020
H  -2.110  -1.367  -0.107
H  -1.829  -2.220  1.421
C  1.115  1.755  -0.010
C  0.231  2.351  -1.047
H  2.135  1.863  -0.273
H  1.086  2.221  0.955
H  1.008  0.736  0.280
H  0.097  1.737  -1.959
H  -0.785  2.542  -0.653
H  0.690  3.297  -1.281


What is the max |F| in the first record? 0.92 eV/A